# 1
{
  "formula": "C22H25BBeF4N4O",
  "method": "the ωB97M-V functional and the def2-TZVPD basis",
  "orbital_gap_ev": [3.86, 6.46],
  "charge": -1,
  "multiplicity": 2,
  "symbols": ["O", "C", "H", "F", "H", "N", "C", "N", "H", "H", "N", "C", "H", "H", "H", "H", "C", "C", "C", "C", "C", "H", "H", "F", "H", "C", "H", "C", "C", "H", "H", "B", "H", "H", "C", "Be", "C", "C", "C", "C", "H", "H", "H", "H", "H", "C", "C", "F", "H", "N", "C", "C", "C", "H", "F", "H", "H", "C"],
  "xyz": [[-0.245, 0.100, 2.144], [-4.728, -2.760, 0.656], [-0.047, 1.488, 4.553], [-1.988, 1.165, -2.245], [-0.583, -1.885, -2.763], [-0.123, 2.955, -0.182], [2.739, 0.328, -1.724], [-2.521, -1.076, 0.021], [-0.470, 0.166, 5.530], [0.887, -5.660, -1.460], [0.329, -1.905, -0.997], [0.797, 5.031, -1.099], [-3.891, -0.190, -1.317], [0.921, -0.537, 3.694], [1.175, 6.602, 0.226], [4.725, 0.992, 1.465], [0.003, -3.911, -2.205], [-2.432, -2.102, 0.914], [0.300, 3.715, -1.226], [0.379, 4.898, 1.243], [0.756, -4.612, -1.235], [-3.391, -3.661, 2.094], [1.341, -1.901, 0.738], [-0.083, 0.393, -2.775], [-1.728, 0.861, 4.488], [0.995, -2.591, -0.017], [4.656, -0.190, -2.632], [-0.672, 0.595, 4.548], [0.882, 5.564, 0.162], [-1.485, -2.261, 1.409], [1.106, 5.508, -2.018], [-1.288, 0.738, -3.354], [2.333, 1.056, 1.442], [2.305, 0.415, -2.709], [-0.139, 3.612, 1.037], [-0.523, 0.543, -0.367], [2.833, 0.875, 0.502], [-3.489, -2.895, 1.339], [-0.120, -0.298, 3.478], [4.240, 0.789, 0.521], [-5.762, -1.598, -0.822], [-0.515, -4.431, -2.997], [0.576, 5.259, 2.241], [-0.404, 2.911, 1.815], [-5.542, -3.459, 0.776], [-4.857, -1.749, -0.252], [4.876, 0.369, -0.642], [-1.111, 1.734, -4.274], [-0.562, -1.264, 3.720], [2.042, 0.747, -0.579], [4.103, 0.098, -1.750], [1.230, -3.936, -0.128], [-0.013, -2.534, -2.115], [0.114, 3.359, -2.228], [-1.900, -0.334, -4.070], [1.784, -4.466, 0.633], [5.948, 0.243, -0.689], [-3.760, -0.902, -0.515]],
  "mulliken_spin": [0.06, -0.01, 0.00, -0.06, -0.01, -0.01, 0.04, 0.11, 0.00, 0.00, 0.16, 0.01, -0.01, 0.00, 0.00, 0.00, 0.00, 0.02, -0.02, 0.01, -0.01, 0.00, -0.03, -0.08, 0.00, 0.03, 0.00, 0.00, -0.02, 0.00, 0.00, 0.09, -0.02, 0.00, -0.02, 0.63, 0.03, 0.00, 0.01, 0.01, 0.00, 0.00, 0.00, -0.01, 0.00, 0.01, 0.00, 0.01, 0.00, 0.02, 0.01, 0.00, 0.01, 0.01, 0.00, 0.00, 0.00, 0.00]
}

# 2
{
  "formula": "C14H25BN6SiSn",
  "method": "the ωB97M-V functional and the def2-TZVPD basis",
  "orbital_gap_ev": [4.56, 4.47],
  "charge": 2,
  "symbols": ["N", "H", "C", "H", "H", "N", "C", "H", "H", "H", "H", "C", "H", "N", "C", "H", "H", "C", "H", "H", "H", "N", "H", "H", "H", "C", "H", "H", "B", "C", "C", "N", "C", "H", "Sn", "C", "H", "H", "H", "Si", "C", "C", "H", "H", "C", "C", "N", "H"],
  "xyz": [[0.808, -1.159, 1.947], [1.056, 3.562, 0.638], [-3.547, 0.848, -1.590], [2.621, 2.910, 0.183], [-3.011, 1.398, -2.371], [2.792, 0.313, -0.260], [0.197, -1.430, 3.094], [2.395, -3.200, -0.314], [4.094, 1.983, -0.577], [-1.197, -2.482, -3.677], [1.832, 3.167, -2.194], [1.158, -3.322, 2.348], [4.669, -2.298, -0.519], [0.861, -1.799, -1.229], [-3.290, -0.014, 1.327], [-4.348, -0.317, 1.323], [-0.976, 0.128, -3.071], [4.321, -1.289, -0.434], [1.470, 1.870, 1.065], [-0.837, 2.127, 1.060], [-3.942, 3.124, 1.675], [3.013, -1.041, -0.185], [-5.163, 2.605, 0.503], [-3.046, 0.273, 2.358], [-3.883, 3.724, 0.011], [3.980, 0.907, -0.470], [0.592, -3.739, -2.027], [0.116, -3.270, 4.367], [1.886, -2.129, -0.073], [0.431, -2.794, 3.453], [-1.235, 2.127, 0.019], [1.307, -2.305, 1.420], [-4.098, 2.840, 0.626], [-2.696, -0.904, 1.085], [0.606, 2.442, -1.517], [-0.562, -2.065, -2.943], [-0.363, -0.653, 3.604], [-4.619, 1.054, -1.702], [6.014, 0.115, -0.752], [-2.993, 1.387, 0.104], [0.319, -2.711, -2.068], [1.564, 2.672, 0.314], [-3.389, -0.224, -1.746], [-1.453, 3.175, -0.196], [-0.450, -0.695, -2.612], [4.978, -0.071, -0.584], [0.447, -0.508, -1.609], [1.575, -4.334, 2.195]],
  "lowdin_charge": [0.15, 0.01, -0.18, -0.02, 0.02, 0.13, -0.06, 0.12, 0.12, 0.10, -0.08, 0.09, 0.15, -0.04, -0.18, 0.05, 0.08, 0.07, 0.02, 0.03, 0.04, 0.03, 0.05, 0.03, 0.04, -0.06, 0.12, 0.14, -0.42, 0.11, -0.25, 0.02, -0.17, 0.02, 1.34, -0.02, 0.13, 0.05, 0.14, 0.45, -0.06, -0.39, 0.03, -0.03, -0.16, 0.10, 0.00, 0.17]
}

# 3
{
  "formula": "C26H73FN18O10P",
  "method": "the ωB97M-V functional and the def2-TZVPD basis",
  "orbital_gap_ev": 8.91,
  "charge": 1,
  "symbols": ["H", "C", "O", "H", "N", "O", "H", "H", "N", "F", "H", "C", "H", "C", "N", "O", "H", "C", "H", "C", "H", "H", "N", "O", "N", "H", "C", "C", "C", "H", "O", "H", "N", "N", "H", "H", "H", "H", "H", "H", "H", "N", "N", "H", "C", "P", "H", "N", "H", "H", "H", "H", "N", "H", "H", "N", "N", "C", "H", "H", "H", "C", "H", "H", "C", "H", "H", "H", "H", "H", "H", "H", "H", "H", "H", "H", "H", "C", "H", "H", "H", "C", "C", "H", "H", "H", "N", "H", "H", "H", "H", "N", "H", "H", "C", "C", "H", "O", "O", "N", "H", "H", "H", "C", "H", "C", "N", "H", "O", "C", "C", "H", "H", "H", "C", "O", "C", "H", "C", "N", "H", "C", "H", "H", "H", "H", "H", "C", "O"],
  "xyz": [[-5.881, -4.982, 1.889], [-1.537, 9.892, -5.639], [-2.378, 9.019, -5.802], [0.717, 7.071, -3.065], [-4.125, -4.516, 4.732], [-6.128, -5.490, 4.414], [4.442, -4.841, -1.569], [6.265, -1.239, -9.297], [7.591, -6.389, 1.964], [-5.584, 3.132, 2.811], [-1.830, 4.305, 2.653], [-0.700, -1.682, 0.458], [-3.374, -0.446, 0.873], [-1.871, 4.801, 1.679], [-5.121, -4.543, 1.397], [6.963, -5.465, -0.008], [-1.019, 4.435, 1.098], [-5.358, -3.707, 8.932], [5.366, -0.533, -8.001], [-1.697, 6.302, 1.863], [2.672, -4.915, -1.608], [-1.448, -2.456, 0.282], [-4.737, -6.387, 5.967], [-3.717, -2.784, 1.120], [-0.247, 6.883, -3.271], [3.294, 1.522, -1.500], [5.114, 0.060, -3.703], [-5.055, -5.468, 5.005], [0.934, -3.636, 0.314], [2.029, -5.354, 1.096], [1.759, 2.798, 0.973], [-2.573, 6.770, 2.311], [0.944, 1.569, -0.756], [-1.591, 11.092, -6.287], [-5.896, -5.437, 9.984], [6.131, -7.735, -0.567], [0.731, -2.189, -3.805], [-4.591, -5.079, 0.736], [-0.912, 11.818, -6.163], [-3.353, 0.950, 3.674], [4.231, -4.792, 0.635], [-5.323, -2.967, 10.082], [6.064, 0.971, -3.348], [0.027, 1.637, -0.368], [1.960, 2.192, -0.064], [-2.719, 1.738, 1.523], [-5.079, -2.000, 9.997], [5.481, -0.796, -4.688], [1.413, -1.616, 0.878], [-1.453, 6.762, 0.908], [-4.022, 4.669, 1.590], [-0.857, 6.486, 2.533], [3.176, 2.048, -0.650], [-2.359, 11.242, -6.913], [7.960, -5.507, 2.263], [6.248, -0.736, -8.431], [-0.481, 9.709, -4.791], [-4.448, 2.781, 3.509], [3.971, 2.460, -0.199], [-3.048, 3.620, -1.660], [7.659, -7.180, 2.575], [0.581, -2.313, 1.004], [-4.694, 0.890, 2.544], [6.956, 1.030, -3.804], [7.028, -6.440, 0.718], [1.092, 1.052, -1.604], [0.436, -2.521, 2.066], [-3.868, -6.394, 6.465], [-2.750, 6.578, -3.513], [1.042, -3.462, -0.758], [-5.158, -1.674, 2.827], [4.811, -1.482, -4.980], [4.364, -2.911, -2.742], [-5.429, -7.082, 6.173], [-3.762, 3.624, 3.473], [6.590, -8.481, 0.923], [-2.502, 1.960, -1.398], [3.523, -4.081, 0.208], [1.313, -1.532, -2.274], [-3.145, 7.029, -1.892], [9.388, -0.210, -7.983], [-3.871, 1.512, 2.895], [-3.165, 4.462, 0.948], [-2.293, 0.262, -0.308], [-5.735, -5.589, 8.266], [2.295, -3.848, 1.923], [-5.700, -5.022, 9.094], [-4.710, 2.610, 4.550], [-1.519, 3.320, -0.858], [-4.337, 2.818, 0.217], [-0.472, 0.075, 1.645], [-2.453, 6.817, -2.584], [-4.437, -3.852, 4.047], [6.386, -0.759, -5.129], [3.529, -4.310, -1.308], [-4.701, -3.284, 1.655], [-1.503, 2.079, 2.110], [4.005, 0.012, -3.171], [7.310, 0.339, -6.746], [-5.438, -2.606, 2.596], [-1.591, -1.094, 2.332], [-6.267, -2.987, 3.023], [-0.510, -1.222, -0.517], [-2.451, 0.125, 0.758], [0.239, 10.386, -4.627], [2.181, -4.288, 0.928], [6.543, -7.665, 0.344], [-0.471, 8.823, -4.318], [2.360, -3.135, -3.089], [-1.273, -0.631, 1.398], [-1.151, 7.068, -2.256], [3.332, -2.146, -1.554], [0.079, -4.306, 0.424], [-3.264, 5.135, 0.096], [1.631, -1.949, -3.237], [-5.093, -3.230, 7.841], [-3.277, 3.027, 0.381], [-5.539, -3.339, 10.987], [7.369, -0.276, -7.803], [8.552, -0.543, -8.424], [-0.497, 6.551, -4.185], [-2.541, 2.955, -0.966], [5.841, 1.623, -2.622], [3.935, -3.099, 0.453], [-3.231, -4.441, 5.175], [2.194, -1.200, -3.789], [8.622, -1.040, -9.291], [3.445, -3.044, -2.167], [-0.808, 7.457, -1.153]],
  "lowdin_charge": [0.10, -0.68, 0.01, 0.11, 0.17, 0.00, 0.10, 0.10, 0.15, -0.03, 0.09, -0.22, 0.08, -0.28, 0.18, 0.02, 0.11, -0.68, 0.10, -0.08, 0.12, 0.10, 0.15, 0.01, 0.14, 0.06, -0.65, -0.68, -0.19, 0.11, 0.02, 0.08, 0.16, 0.15, 0.09, 0.10, 0.09, 0.11, 0.09, 0.11, 0.09, 0.15, 0.17, 0.05, -0.68, 1.09, 0.10, 0.18, 0.12, 0.05, 0.10, 0.08, 0.17, 0.10, 0.10, 0.16, 0.16, -0.23, 0.11, 0.09, 0.09, -0.20, 0.10, 0.10, -0.69, 0.09, 0.11, 0.10, 0.10, 0.10, 0.09, 0.11, 0.11, 0.10, 0.10, 0.09, 0.06, -0.20, 0.06, 0.10, 0.11, -0.24, -0.22, 0.08, 0.07, 0.10, 0.15, 0.13, 0.08, 0.13, 0.10, 0.17, 0.05, 0.07, -0.16, -0.67, 0.08, -0.01, 0.00, 0.15, 0.11, 0.11, 0.10, -0.29, 0.10, -0.20, 0.15, 0.05, -0.19, -0.25, -0.67, 0.11, 0.11, 0.11, -0.14, 0.01, -0.43, 0.09, -0.67, 0.16, 0.10, -0.08, 0.09, 0.11, 0.10, 0.06, 0.10, -0.22, 0.03]
}

# 4
{
  "formula": "C22H31N3O3S",
  "method": "the ωB97M-V functional and the def2-TZVPD basis",
  "orbital_gap_ev": 8.31,
  "smiles": "CC(=O)Nc1ccc(S(=O)(=O)N2CCN([C@]34C[C@H]5C[C@H](C[C@H](C5)C3)C4)CC2)cc1",
  "charge": 0,
  "symbols": ["H", "H", "C", "H", "C", "C", "H", "H", "H", "O", "H", "H", "C", "C", "C", "H", "H", "H", "H", "C", "H", "H", "H", "H", "C", "H", "C", "O", "O", "H", "H", "H", "C", "N", "C", "H", "S", "C", "H", "C", "C", "C", "H", "H", "C", "H", "N", "C", "C", "H", "H", "H", "C", "C", "C", "H", "H", "H", "N", "C"],
  "xyz": [[-1.936, 2.317, 0.541], [3.894, 0.921, 1.519], [4.764, 0.413, -4.229], [0.000, 1.692, 1.469], [3.815, -1.075, -1.784], [-4.244, -0.662, 1.566], [-5.587, 1.851, -0.113], [-2.551, -1.892, 1.101], [-4.077, 2.448, -0.810], [3.414, -0.941, 3.188], [1.527, 0.432, 3.041], [6.357, 1.694, -4.889], [-2.391, 1.548, 1.168], [-2.732, -0.892, 1.497], [-2.711, 0.080, -0.808], [0.756, -1.182, -0.568], [-0.148, -0.151, 3.162], [0.874, -3.035, 1.008], [-4.089, 2.773, 1.648], [-4.509, 1.682, -0.163], [3.806, -1.637, -2.703], [-2.511, -0.895, -1.255], [-2.308, -0.837, 2.502], [-1.989, 1.635, 2.179], [4.297, 0.967, -0.593], [-2.250, 0.835, -1.447], [-0.115, -1.324, 0.085], [4.388, -0.682, -4.570], [3.008, -3.075, 2.001], [4.662, 1.984, -0.589], [-4.656, -1.762, -0.247], [1.252, 0.798, 0.605], [-4.534, 0.722, 2.140], [-0.623, -0.004, 0.403], [4.269, 0.244, -1.788], [-4.645, 0.219, -1.741], [2.819, -1.657, 2.098], [3.865, 0.386, 0.583], [-4.124, 0.802, 3.150], [3.405, -0.917, 0.571], [-4.220, 0.296, -0.733], [-2.070, 0.163, 0.591], [-0.550, -2.465, 1.894], [3.056, -2.675, -0.571], [-3.902, 1.775, 1.234], [4.735, 2.335, -5.188], [4.718, 0.883, -2.942], [-4.845, -0.769, 0.166], [0.723, -0.067, 2.501], [-4.689, -1.427, 2.213], [5.055, 1.825, -2.794], [-5.927, -0.628, 0.215], [0.321, -2.147, 1.313], [3.388, -1.649, -0.601], [5.343, 1.434, -5.185], [-0.861, -1.888, -0.473], [5.361, 1.013, -6.186], [-5.613, 0.881, 2.204], [1.186, -1.399, 2.195], [0.347, 0.692, 1.220]],
  "lowdin_charge": [0.13, 0.12, -0.51, 0.11, 0.01, -0.29, 0.12, 0.12, 0.12, -0.29, 0.11, 0.08, -0.09, -0.08, -0.08, 0.11, 0.12, 0.11, 0.14, -0.12, 0.10, 0.11, 0.12, 0.12, -0.01, 0.13, -0.14, 0.08, -0.28, 0.11, 0.12, 0.11, -0.12, -0.09, -0.21, 0.14, 0.67, -0.07, 0.12, -0.28, -0.29, -0.41, 0.12, 0.12, -0.29, 0.08, 0.12, -0.12, -0.16, 0.14, 0.14, 0.12, -0.16, -0.06, 0.00, 0.12, 0.08, 0.12, -0.23, -0.15]
}

| no. | calculated total energy (a.u.) |
| --- | --- |
| 1 | -1586.7766 |
| 2 | -1404.8179 |
| 3 | -3213.8635 |
| 4 | -1645.1337 |